(1)
C5H13NSi | ωB97M-V with the def2-TZVPD basis set

Each line ends with the Löwdin charge.
Cartesian coordinates (Å):
C 0.53682 -3.16975 0.26029  -0.252
N 0.76899 -1.86881 -0.21143  -0.203
Si 0.64431 -0.31147 -0.27358  0.596
C 0.93492 0.50031 1.32600  -0.236
C -0.27224 1.07873 -0.96901  -0.436
C -0.85837 1.96605 0.31007  -0.116
C -1.35120 1.12407 -2.09807  -0.128
H 0.70657 -3.92210 -0.39868  0.022
H 1.03895 -3.38112 1.19680  0.066
H -0.50404 -3.37104 0.48458  0.070
H 0.05151 0.46849 1.91275  0.016
H 1.60352 -0.28948 1.74284  0.041
H 1.38399 1.52125 1.39278  0.052
H 0.56310 1.70965 -1.47322  0.119
H -1.40954 1.26869 0.96901  0.075
H -0.04131 2.60692 0.67396  0.065
H -1.64954 2.65961 -0.09484  0.082
H -2.25902 0.60870 -1.66499  0.094
H -1.76028 1.98742 -1.83261  -0.026
H -1.24497 0.98944 -3.20947  0.099

Computed properties:
LUMO = 0.36 eV
Relative energy (zero: lowest compared OMol25 entry of this formula, charge and spin) = 415.1 kJ/mol
SMILES string = C/N=[Si](/C)C(C)C
DFT total energy = -542.41110 a.u.
HOMO energy = -0.2973 Eh
2S+1 = 1
Net charge = 0

(2)
C5H13O2 | ωB97M-V with the def2-TZVPD basis set

Each line ends with the Löwdin charge.
Cartesian coordinates (Å):
C -0.13051 1.29780 1.39626  -0.416
O 0.78026 0.49051 1.98231  -0.206
C -0.24924 0.97247 -0.15187  -0.181
C -0.88565 -0.45585 -0.26713  -0.230
C -0.14151 -1.41025 -1.18626  -0.274
C -0.65477 -1.45698 -2.64475  -0.128
H -1.18809 1.20786 1.74041  0.092
H 0.09074 2.37932 1.46976  0.101
H 0.78614 0.89413 -0.47798  0.095
H -0.91046 1.68023 -0.63306  0.083
H -1.89229 -0.22414 -0.62667  0.093
H -0.81678 -0.92181 0.71774  0.098
H -0.09913 -2.44994 -0.85512  0.093
H 0.91667 -1.11714 -1.20821  0.098
H -1.74206 -1.40685 -2.54845  0.057
H -0.41923 -2.39454 -3.16869  0.052
H -0.24610 -0.75444 -3.37527  0.058
H 2.76601 0.91178 3.88487  -0.097
H 1.56610 1.12278 2.60779  -0.017
O 2.46991 1.63506 3.34430  -0.371

Computed properties:
LUMO = 3.60 eV
Relative energy (zero: lowest compared OMol25 entry of this formula, charge and spin) = 77.8 kJ/mol
DFT total energy = -348.77023 a.u.
HOMO energy = -0.1401 Eh
2S+1 = 1
Net charge = -1

- What is the formula in the first record?
  C5H13NSi

- Look up the 2S+1 of the second one.
  1